# 1
Molecular formula: C14H16
Method: DFT, wB97M-V/def2-TZVPD

CARTESIAN COORDINATES (ANGSTROEM)
C -3.73 -0.43 0.51
C -0.82 -2.81 1.12
C -2.18 -2.30 0.95
C 0.17 -1.85 1.20
C -2.48 -0.98 0.97
C -0.14 -0.50 1.06
C -1.43 0.01 1.03
H -0.67 -3.88 1.34
H -2.95 -2.97 0.81
H 1.22 -2.01 1.27
H 0.67 0.23 1.09
H -4.72 -0.95 0.81
H -4.12 -0.85 -0.45
H -1.38 1.04 0.97
H -3.94 0.63 0.63
C 2.01 -0.49 -2.39
C 1.08 1.78 -1.64
C 1.93 0.62 -1.36
C 0.77 2.82 -0.83
C 1.50 2.73 0.36
C 2.49 0.55 -0.11
C 2.32 1.64 0.76
H 0.52 1.84 -2.50
H 0.06 3.58 -1.06
H 1.74 -1.47 -1.89
H 3.06 -0.84 -2.63
H 1.72 3.65 1.09
H 3.11 -0.23 0.28
H 2.92 1.60 1.73
H 1.26 -0.14 -3.13

Properties
maximum force	0.114	Eh/bohr
spin multiplicity	1
Kohn-Sham gap	0.349	Eh
E_HOMO	-8.596	eV
energy above the lowest of the compared OMol25 structures with the same formula, charge and spin	75.61	kcal per mole
energy	-542.952369	Ha
total charge	0
SMILES	Cc1ccccc1.Cc1ccccc1



# 2
Molecular formula: C14H16
Method: DFT, wB97M-V/def2-TZVPD

CARTESIAN COORDINATES (ANGSTROEM)
C 3.16 -0.52 2.16
C 2.27 1.33 0.71
C 2.80 0.00 0.83
C 1.92 1.82 -0.50
C 2.24 1.05 -1.68
C 3.00 -0.79 -0.35
C 2.67 -0.28 -1.57
H 2.05 1.83 1.64
H 1.56 2.82 -0.68
H 2.23 -0.89 2.61
H 3.73 0.18 2.76
H 2.08 1.54 -2.63
H 3.40 -1.80 -0.25
H 2.82 -0.88 -2.45
H 3.74 -1.44 2.09
C -3.69 1.69 -0.35
C -1.73 -1.47 -1.22
C -2.36 -0.24 -1.35
C -1.67 -2.09 0.03
C -2.97 0.38 -0.26
C -2.29 -1.51 1.13
C -2.97 -0.31 0.96
H -1.39 -2.05 -2.06
H -2.30 0.34 -2.27
H -1.07 -2.98 0.14
H -2.10 -1.93 2.11
H -4.01 1.89 -1.39
H -3.02 2.52 -0.10
H -3.45 0.17 1.80
H -4.65 1.64 0.15

Properties
maximum force	0.032	Eh/bohr
spin multiplicity	2
Kohn-Sham gap (alpha / beta)	0.262 / 0.125	Eh
E_HOMO (alpha / beta)	-11.478 / -11.475	eV
energy above the lowest of the compared OMol25 structures with the same formula, charge and spin	8.06	kcal per mole
energy	-542.740717	Ha
total charge	+1



# 3
Molecular formula: C14H16B2NaO18
Method: DFT, wB97M-V/def2-TZVPD

CARTESIAN COORDINATES (ANGSTROEM)
Na -8.45 24.50 -5.87
O -8.79 23.00 2.91
C -8.49 22.69 1.70
O -8.08 23.40 0.70
B -8.25 22.67 -0.59
O -8.48 21.33 -0.15
C -8.89 21.31 1.08
O -9.28 20.30 1.70
O -7.15 22.84 -1.55
C -7.51 23.20 -2.73
O -6.80 23.31 -3.78
C -9.03 23.30 -2.74
O -9.42 23.07 -1.49
O -9.66 23.42 -3.78
O -9.69 31.37 -0.54
C -9.30 30.79 -1.57
O -9.27 29.49 -1.71
B -8.76 29.17 -3.11
O -8.38 30.41 -3.77
C -8.70 31.39 -2.96
O -8.72 32.56 -3.24
O -7.66 28.16 -2.97
C -7.82 27.27 -3.95
O -7.12 26.33 -4.26
C -9.19 27.48 -4.63
O -9.74 28.49 -4.00
O -9.75 26.87 -5.53
C -10.16 20.51 -6.33
C -8.97 21.23 -7.15
C -9.45 22.07 -8.33
O -8.23 22.08 -6.31
H -9.91 20.57 -5.27
H -10.19 19.55 -6.85
H -11.12 21.01 -6.41
H -8.22 20.51 -7.47
H -8.62 22.46 -8.92
H -10.06 22.87 -7.92
H -10.08 21.46 -8.96
H -7.69 21.57 -5.70
C -6.20 26.02 -9.68
C -6.62 25.09 -8.49
C -5.60 24.93 -7.37
O -7.89 25.52 -8.06
H -6.14 27.06 -9.35
H -7.05 26.13 -10.36
H -5.19 25.86 -10.04
H -6.73 24.12 -8.98
H -4.74 24.41 -7.80
H -5.90 24.20 -6.62
H -5.41 25.88 -6.86
H -8.18 26.07 -8.79

Properties
maximum force	0.114	Eh/bohr
spin multiplicity	1
Kohn-Sham gap	0.317	Eh
E_HOMO	-7.373	eV
energy above the lowest of the compared OMol25 structures with the same formula, charge and spin	56.09	kcal per mole
energy	-2109.998309	Ha
total charge	-1



# 4
Molecular formula: C14H16B2NaO18
Method: DFT, wB97M-V/def2-TZVPD

CARTESIAN COORDINATES (ANGSTROEM)
Na 1.03 0.21 0.02
O -6.68 -0.92 3.33
C -5.70 -0.26 3.18
O -4.87 -0.26 2.14
B -3.68 0.51 2.48
O -4.03 1.28 3.66
C -5.13 0.77 4.21
O -5.61 1.08 5.26
O -3.20 1.36 1.36
C -1.94 1.12 1.11
O -1.23 1.69 0.33
C -1.47 0.01 2.07
O -2.49 -0.37 2.79
O -0.31 -0.31 2.16
O -2.88 -7.15 -2.39
C -2.18 -6.20 -2.50
O -2.05 -5.21 -1.61
B -1.09 -4.23 -2.10
O -0.70 -4.68 -3.44
C -1.25 -5.86 -3.70
O -1.05 -6.55 -4.64
O -1.68 -2.86 -2.09
C -0.80 -2.02 -1.64
O -0.88 -0.82 -1.58
C 0.39 -2.83 -1.08
O 0.12 -4.10 -1.25
O 1.39 -2.37 -0.57
C 2.12 2.33 3.64
C 2.33 2.74 2.18
C 3.61 2.20 1.59
O 1.26 2.25 1.35
H 1.06 2.14 3.81
H 2.54 3.11 4.26
H 2.63 1.39 3.86
H 2.30 3.83 2.10
H 3.79 2.59 0.59
H 3.55 1.10 1.56
H 4.45 2.46 2.23
H 0.45 2.74 1.51
C 3.22 1.78 -3.73
C 2.47 1.76 -2.41
C 0.99 1.98 -2.55
O 2.73 0.52 -1.71
H 2.89 0.93 -4.35
H 4.28 1.57 -3.56
H 3.00 2.66 -4.32
H 2.90 2.58 -1.81
H 0.83 2.99 -2.93
H 0.49 2.01 -1.57
H 0.52 1.20 -3.15
H 3.53 0.14 -2.09

Properties
maximum force	0.029	Eh/bohr
spin multiplicity	1
Kohn-Sham gap	0.328	Eh
E_HOMO	-7.560	eV
energy above the lowest of the compared OMol25 structures with the same formula, charge and spin	0.00	kcal per mole
energy	-2110.087702	Ha
total charge	-1



# 5
Molecular formula: C14H16Cl2MoN4O2SSi
Method: DFT, wB97M-V/def2-TZVPD

CARTESIAN COORDINATES (ANGSTROEM)
Mo -0.03 0.26 0.58
O 0.75 -1.28 0.58
O 1.22 -2.47 0.69
N -1.19 -0.19 -0.90
C -2.14 -0.52 -1.52
C -3.24 -0.85 -2.22
C -3.59 -2.21 -2.44
N -3.88 -3.30 -2.62
C -4.08 0.18 -2.73
N -4.76 1.01 -3.14
C 3.45 2.56 -2.22
Si 1.90 1.57 -1.82
C 0.40 2.41 -2.58
C 2.10 -0.22 -2.38
N 1.52 1.40 -0.09
C 2.16 1.86 1.04
C 1.77 1.26 2.25
C 2.27 1.66 3.47
C 3.23 2.66 3.51
C 3.66 3.24 2.32
C 3.13 2.87 1.10
H 3.63 2.50 -3.29
H 4.33 2.16 -1.71
H 3.34 3.61 -1.96
H 0.34 2.24 -3.66
H 0.43 3.49 -2.42
H -0.52 2.04 -2.13
H 2.53 -0.29 -3.38
H 1.14 -0.74 -2.39
H 2.76 -0.77 -1.69
H 1.04 0.43 2.22
H 1.94 1.18 4.38
H 3.64 2.98 4.46
H 4.42 4.01 2.35
H 3.44 3.37 0.19
Cl -2.03 -1.49 1.90
C -1.70 -3.23 1.69
Cl -3.13 -4.07 1.11
H -1.43 -3.63 2.67
H -0.89 -3.35 0.99
S -1.29 1.93 1.33

Properties
maximum force	0.119	Eh/bohr
spin multiplicity	1
Kohn-Sham gap (alpha / beta)	0.188 / 0.188	Eh
E_HOMO (alpha / beta)	-8.591 / -8.616	eV
energy above the lowest of the compared OMol25 structures with the same formula, charge and spin	50.47	kcal per mole
energy	-2588.663843	Ha
total charge	0



# 6
Molecular formula: C14H16ClF5NO6P
Method: DFT, wB97M-V/def2-TZVPD

CARTESIAN COORDINATES (ANGSTROEM)
O 1.76 3.60 1.82
C 1.00 3.86 0.95
O 1.29 3.71 -0.37
C 0.06 3.45 -1.12
C 0.27 2.22 -1.95
C 1.15 2.28 -3.02
C 1.40 1.14 -3.76
C 0.75 -0.03 -3.40
N -0.11 -0.11 -2.39
C -0.34 0.99 -1.69
C -1.03 3.39 -0.04
Cl -2.61 3.79 -0.69
C -0.46 4.35 1.01
C -1.14 4.36 2.36
F -2.46 4.64 2.19
F -1.05 3.15 2.96
C -0.64 5.44 3.36
F 0.68 5.37 3.56
F -1.25 5.30 4.52
F -0.92 6.66 2.86
H -0.12 4.32 -1.76
H 1.64 3.22 -3.27
H 2.08 1.16 -4.60
H 0.92 -0.94 -3.96
H -1.06 0.89 -0.89
H -1.04 2.39 0.41
H -0.45 5.36 0.60
C 0.65 -2.39 0.07
O 0.85 -3.75 -0.33
P -0.36 -4.75 -0.20
O -1.60 -4.40 -0.89
O -0.62 -4.94 1.36
C 0.47 -5.30 2.22
O 0.38 -6.06 -0.69
C -0.38 -7.28 -0.75
H 1.08 -1.75 -0.68
H -0.41 -2.16 0.16
H 1.14 -2.23 1.03
H 0.55 -4.55 3.00
H 1.41 -5.37 1.68
H 0.24 -6.27 2.68
H -1.40 -7.14 -0.38
H 0.13 -8.03 -0.16
H -0.43 -7.60 -1.79

Properties
maximum force	0.011	Eh/bohr
spin multiplicity	1
Kohn-Sham gap	0.390	Eh
E_HOMO	-10.292	eV
energy	-2350.274813	Ha
total charge	0
SMILES	O=C1O[C@@H](c2cccnc2)[C@H](Cl)[C@H]1C(F)(F)C(F)(F)F.COP(=O)(OC)OC



# 7
Molecular formula: C14H16FN5OS
Method: DFT, wB97M-V/def2-TZVPD

CARTESIAN COORDINATES (ANGSTROEM)
O 3.07 -1.03 -2.16
C 2.41 -0.30 -1.46
N 1.12 0.04 -1.68
C 0.23 -0.47 -2.62
C 0.59 -1.32 -3.66
C -0.37 -1.77 -4.55
C -1.70 -1.39 -4.42
C -2.08 -0.54 -3.39
C -1.12 -0.10 -2.51
F -1.47 0.72 -1.49
H -3.10 -0.23 -3.26
H -2.44 -1.75 -5.12
H -0.08 -2.43 -5.35
H 1.62 -1.62 -3.76
H 0.70 0.70 -1.03
C 3.04 0.33 -0.23
H 3.50 -0.47 0.36
H 3.82 1.03 -0.54
S 1.95 1.28 0.86
C 0.98 -0.03 1.46
N 1.18 -1.32 1.27
N 0.19 -1.93 1.90
N -0.59 -1.11 2.46
N -0.14 0.12 2.21
C -0.79 1.33 2.66
H -0.11 2.15 2.40
C -1.06 1.27 4.17
C -2.54 0.88 4.27
C -3.17 1.66 3.12
H -4.16 1.30 2.86
H -3.25 2.72 3.39
C -2.17 1.48 1.98
H -2.18 2.30 1.27
H -2.39 0.56 1.43
H -2.97 1.13 5.24
H -2.65 -0.19 4.10
H -0.41 0.56 4.67
H -0.90 2.26 4.60

Properties
maximum force	0.037	Eh/bohr
spin multiplicity	1
Kohn-Sham gap	0.335	Eh
E_HOMO	-8.745	eV
energy above the lowest of the compared OMol25 structures with the same formula, charge and spin	0.73	kcal per mole
energy	-1390.156320	Ha
total charge	0
SMILES	O=C(CSc1nnnn1C1CCCC1)Nc1ccccc1F



# 8
Molecular formula: C14H16N2O3S3
Method: DFT, wB97M-V/def2-TZVPD

CARTESIAN COORDINATES (ANGSTROEM)
C -0.70 -3.31 -1.01
H 0.28 -3.68 -1.30
H -0.74 -3.15 0.06
H -1.47 -4.02 -1.32
S -0.95 -1.75 -1.88
C -2.74 -1.49 -1.63
C -3.15 -1.26 -0.18
H -4.23 -1.37 -0.09
H -2.69 -2.01 0.46
C -2.80 0.14 0.34
N -1.40 0.47 0.15
C -1.00 1.48 -0.66
S -1.98 2.49 -1.48
S 0.75 1.54 -0.73
C 0.91 0.16 0.35
C 2.00 -0.53 0.76
C 3.40 -0.43 0.57
C 4.27 -1.50 0.81
C 5.56 -1.09 0.48
C 5.46 0.22 0.08
N 4.17 0.62 0.13
C 3.75 1.96 -0.14
H 3.02 2.29 0.60
H 3.30 2.05 -1.13
H 4.62 2.62 -0.10
H 6.23 0.90 -0.22
H 6.46 -1.67 0.54
H 3.97 -2.47 1.16
H 1.73 -1.40 1.35
C -0.42 -0.30 0.74
O -0.66 -1.22 1.50
C -3.16 0.25 1.81
O -4.06 -0.35 2.33
O -2.39 1.13 2.46
H -2.65 1.18 3.39
H -3.37 0.90 -0.21
H -3.24 -2.37 -2.03
H -2.98 -0.62 -2.25

Properties
maximum force	0.025	Eh/bohr
spin multiplicity	1
Kohn-Sham gap	0.267	Eh
E_HOMO	-7.910	eV
energy above the lowest of the compared OMol25 structures with the same formula, charge and spin	0.00	kcal per mole
energy	-2072.911776	Ha
total charge	0
SMILES	CSCC[C@@H](C(=O)O)N1C(=O)/C(=C/c2cccn2C)SC1=S



# 9
Molecular formula: C14H16N2O4S2
Method: DFT, wB97M-V/def2-TZVPD

CARTESIAN COORDINATES (ANGSTROEM)
C -3.10 2.05 -1.62
C -2.27 2.16 -2.74
C -1.31 1.19 -3.00
C -1.20 0.10 -2.14
S 0.08 -1.14 -2.42
C 1.20 -0.94 -0.99
C 1.47 -2.03 -0.17
S 1.99 0.70 -0.82
C 1.52 1.28 0.83
C 0.37 2.05 0.97
C -0.11 2.37 2.24
C 0.59 1.95 3.38
C 1.78 1.23 3.24
C 2.26 0.91 1.96
O 3.42 0.51 -0.79
O 1.39 1.61 -1.77
O -0.53 -2.45 -2.26
O 0.76 -0.77 -3.64
C -2.04 -0.05 -1.04
C -2.98 0.95 -0.76
H -3.86 2.82 -1.40
H -2.37 3.01 -3.43
H -0.66 1.26 -3.86
H 1.84 -1.78 0.83
H 1.85 -2.99 -0.62
H -0.17 2.39 0.08
H -1.04 2.93 2.34
H 0.20 2.18 4.38
H 2.34 0.91 4.12
H 3.18 0.35 1.85
H -1.95 -0.94 -0.41
H -3.62 0.85 0.13
N 0.13 -3.14 0.94
N 0.15 -4.42 1.62
H -0.52 -3.15 0.16
H -0.17 -2.45 1.62
H 0.42 -5.11 0.92
H 0.96 -4.40 2.25

Properties
maximum force	0.045	Eh/bohr
spin multiplicity	1
Kohn-Sham gap	0.313	Eh
E_HOMO	-8.545	eV
energy above the lowest of the compared OMol25 structures with the same formula, charge and spin	98.24	kcal per mole
energy	-1749.769491	Ha
total charge	0
SMILES	C=C(S(=O)(=O)c1ccccc1)S(=O)(=O)c1ccccc1.NN



# 10
Molecular formula: C14H16N4O3S
Method: DFT, wB97M-V/def2-TZVPD

CARTESIAN COORDINATES (ANGSTROEM)
C 3.11 1.80 -0.53
H 3.47 2.81 -0.32
C 3.81 0.81 0.39
H 3.65 1.12 1.43
H 4.89 0.84 0.20
C 3.35 -0.65 0.25
C 1.93 -0.78 0.67
N 1.22 0.13 1.22
N -0.03 -0.21 1.49
C -0.32 -1.42 1.15
N -1.57 -1.98 1.22
C -2.76 -1.30 1.02
O -3.81 -1.82 1.28
C -2.60 0.06 0.43
C -1.79 0.25 -0.68
C -1.62 1.53 -1.18
C -2.30 2.62 -0.63
C -3.15 2.41 0.44
C -3.30 1.13 0.97
H -3.95 0.96 1.81
H -3.69 3.23 0.87
H -2.14 3.60 -1.04
N -0.70 1.74 -2.27
O -0.70 2.82 -2.81
O 0.03 0.82 -2.56
H -1.27 -0.57 -1.16
H -1.65 -2.95 1.48
S 1.04 -2.29 0.45
C 4.21 -1.54 1.16
H 5.25 -1.49 0.85
H 4.14 -1.20 2.19
H 3.88 -2.57 1.10
C 3.47 -1.13 -1.20
H 3.30 -2.21 -1.26
H 2.75 -0.64 -1.84
H 4.47 -0.93 -1.58
H 3.30 1.58 -1.57
H 2.04 1.78 -0.36

Properties
maximum force	0.033	Eh/bohr
spin multiplicity	1
Kohn-Sham gap	0.322	Eh
E_HOMO	-9.335	eV
energy above the lowest of the compared OMol25 structures with the same formula, charge and spin	106.18	kcal per mole
energy	-1385.935539	Ha
total charge	0
SMILES	CCC(C)(C)c1nnc(NC(=O)c2cccc([N+](=O)[O-])c2)s1



# 11
Molecular formula: C14H16N6O3
Method: DFT, wB97M-V/def2-TZVPD

CARTESIAN COORDINATES (ANGSTROEM)
N -2.69 -6.66 -1.87
O -2.90 -1.52 -0.85
O -0.24 1.60 1.07
N -2.52 -4.33 -0.95
N -0.16 -4.53 -0.90
N -2.61 -5.51 -1.44
O -1.95 2.82 0.16
C -1.90 -1.60 -0.16
C -1.42 1.72 0.73
C -1.25 -3.83 -0.76
C 3.15 -2.84 -0.53
C 2.71 -1.60 -0.09
C 2.22 -3.84 -0.88
C 1.33 -1.32 -0.03
C 0.87 -3.62 -0.66
C 0.40 -2.38 -0.29
N -0.95 -2.56 -0.36
N -1.77 -0.75 0.93
C -2.42 0.56 0.97
C -1.19 6.37 1.77
C -1.01 3.92 -0.14
C -2.33 5.86 0.88
C -1.80 5.21 -0.38
H 4.22 -3.06 -0.63
H 3.52 -0.85 0.06
H 2.54 -4.85 -1.20
H 0.99 -0.33 0.27
H -0.89 -0.90 1.43
H -3.30 0.66 0.26
H -2.90 0.66 1.93
H -1.57 7.02 2.54
H -0.48 6.97 1.15
H -0.63 5.58 2.26
H -0.42 3.69 -1.03
H -0.27 4.09 0.61
H -2.98 5.19 1.39
H -2.88 6.78 0.60
H -1.19 5.94 -0.90
H -2.66 4.98 -1.03

Properties
maximum force	0.194	Eh/bohr
spin multiplicity	1
Kohn-Sham gap	0.320	Eh
E_HOMO	-8.637	eV
energy above the lowest of the compared OMol25 structures with the same formula, charge and spin	5.72	kcal per mole
energy	-1097.288041	Ha
total charge	0



# 12
Molecular formula: C14H16O
Method: DFT, wB97M-V/def2-TZVPD

CARTESIAN COORDINATES (ANGSTROEM)
C 0.64 -1.91 3.17
C 0.69 -0.58 2.46
C 1.69 -0.18 1.65
C -0.25 0.43 2.84
C 1.96 1.15 1.23
C -0.08 1.73 2.45
C 0.99 2.06 1.66
H 0.67 -2.72 2.39
H -0.36 -2.09 3.60
H 2.61 -0.87 1.55
H -1.12 0.25 3.36
H 2.84 1.33 0.70
H -0.71 2.55 2.74
H 1.15 3.12 1.30
H 1.32 -1.99 3.99
C -0.59 2.26 -2.62
C -1.01 0.31 -1.14
C -0.43 0.82 -2.22
C -1.25 -1.08 -1.06
C -0.94 -1.93 -2.07
C 0.10 -0.04 -3.19
C -0.09 -1.48 -3.11
O -1.22 -3.33 -2.00
H -1.44 0.84 -0.30
H -2.02 -1.37 -0.29
H -0.55 2.64 -1.61
H -1.64 2.51 -3.13
H 0.56 0.37 -4.06
H -1.87 -3.48 -1.23
H 0.26 -2.15 -3.87
H 0.08 2.82 -3.20

Properties
maximum force	0.089	Eh/bohr
spin multiplicity	1
Kohn-Sham gap	0.340	Eh
E_HOMO	-8.480	eV
energy above the lowest of the compared OMol25 structures with the same formula, charge and spin	48.07	kcal per mole
energy	-618.239396	Ha
total charge	0
SMILES	Cc1ccc(O)cc1.Cc1ccccc1



# 13
Molecular formula: C14H16O
Method: DFT, wB97M-V/def2-TZVPD

CARTESIAN COORDINATES (ANGSTROEM)
C 1.28 -1.37 2.45
C 1.90 0.18 -0.97
C 3.23 0.56 -0.87
C 1.27 -0.53 0.06
C 1.94 -0.70 1.26
C 3.95 0.20 0.26
C 3.26 -0.26 1.38
H 1.35 0.39 -1.88
H 3.76 0.98 -1.71
H 0.32 -0.99 -0.15
H 5.04 0.24 0.32
H 1.75 -2.33 2.65
H 0.21 -1.49 2.25
H 3.78 -0.21 2.33
H 1.37 -0.75 3.34
C -3.11 -0.95 1.85
C -1.49 0.82 -1.66
C -1.38 1.55 -0.48
C -2.16 -0.38 -1.75
C -2.08 1.02 0.61
C -2.72 -0.93 -0.60
C -2.62 -0.25 0.62
O -0.78 1.23 -2.78
H -0.74 2.41 -0.36
H -0.83 2.19 -2.91
H -2.20 -0.92 -2.69
H -2.15 1.61 1.52
H -3.26 -1.86 -0.64
H -4.09 -1.39 1.66
H -3.27 -0.25 2.68
H -2.44 -1.73 2.22

Properties
maximum force	0.031	Eh/bohr
spin multiplicity	1
Kohn-Sham gap	0.348	Eh
E_HOMO	-8.623	eV
energy above the lowest of the compared OMol25 structures with the same formula, charge and spin	11.81	kcal per mole
energy	-618.297173	Ha
total charge	0
SMILES	Cc1ccc(O)cc1.Cc1ccccc1